This record from the Open Molecules 2025 dataset describes C23H18BrN3O4S3Ti as an isolated structure at a distorted geometry. The level of theory is ωB97M-V/def2-TZVPD.

The geometry in XYZ format:
```
53
Properties=species:S:1:pos:R:3:forces:R:3:mulliken_spin:R:1
Ti -1.07050 -0.27081 0.17578 -0.484 0.122 1.045 1.019
O 1.36398 0.94645 4.99446 0.040 -0.077 -0.077 0.001
C 0.11427 1.45724 5.12070 -0.055 0.029 0.030 -0.004
C -0.20258 2.15179 6.28482 -0.003 0.003 0.011 0.000
C -1.47206 2.68730 6.45193 -0.013 -0.036 -0.088 0.000
C -2.42957 2.54129 5.45554 0.023 -0.009 0.006 0.000
C -2.10910 1.84332 4.29512 0.045 0.025 0.079 0.004
C -0.84918 1.29244 4.11654 -0.127 -0.021 -0.083 0.008
C -0.54918 0.46616 2.87169 0.091 0.221 -0.013 -0.010
O -1.50617 0.57246 1.90390 0.197 -0.250 -0.480 -0.013
N 0.76295 0.90324 2.36339 0.055 -0.073 -0.047 -0.002
N 1.01578 0.21131 1.11837 -0.142 0.143 -0.191 0.222
C 2.30549 0.30100 0.83644 0.081 -0.097 0.196 0.084
C 3.04582 -0.09565 -0.27217 -0.163 -0.001 -0.036 0.078
Br 2.08159 -0.68100 -1.82444 -0.021 0.019 0.040 0.022
C 4.43258 -0.06360 -0.42225 0.114 0.014 -0.007 0.327
C 5.44593 -0.00875 0.58569 -0.011 -0.012 0.070 -0.116
C 6.77429 0.31429 0.20769 -0.008 -0.003 0.009 0.127
C 7.80470 0.37444 1.12310 -0.011 -0.002 0.008 -0.075
C 7.57876 0.10994 2.47458 -0.063 -0.008 -0.039 0.161
C 6.28906 -0.23548 2.86989 -0.015 0.009 -0.054 -0.078
C 5.24756 -0.29674 1.95959 0.026 -0.001 -0.003 0.167
H 1.47523 0.73044 4.03231 0.028 0.101 0.070 -0.002
H 0.56264 2.26320 7.04456 -0.019 -0.005 -0.022 0.000
H -1.70958 3.22408 7.36372 -0.001 0.001 -0.003 0.000
H -3.42097 2.96031 5.58192 0.020 -0.008 0.000 0.000
H -2.82941 1.69398 3.50039 0.008 0.001 0.002 0.002
H -0.41420 -0.58069 3.18832 -0.001 -0.072 -0.047 0.005
H 0.64825 1.89408 2.14079 -0.022 -0.032 -0.066 0.009
H 2.90634 0.79472 1.59733 0.052 -0.015 0.014 0.023
H 4.79537 -0.08950 -1.44486 0.020 -0.003 0.034 0.037
H 6.97110 0.52781 -0.83776 0.008 0.000 0.006 0.007
H 8.80236 0.63428 0.78515 -0.001 0.001 -0.013 -0.005
H 8.38538 0.16343 3.19469 0.005 0.000 0.001 0.017
H 6.08973 -0.47051 3.90979 -0.007 0.002 -0.014 -0.005
H 4.27171 -0.61361 2.30177 0.012 0.012 -0.007 0.005
S -3.88960 -3.94484 0.90382 -0.051 -0.082 0.024 0.000
C -2.92574 -2.59491 0.73210 0.044 0.078 -0.075 0.006
S -1.23892 -2.59097 1.19341 0.052 0.237 -0.125 -0.022
S -3.48788 -1.09878 0.06833 0.239 -0.019 0.034 -0.015
O -1.96529 1.58004 -3.37202 0.022 0.123 -0.016 0.002
C -1.59645 0.81715 -2.49431 -0.031 0.219 0.065 0.004
O -1.27629 1.11711 -1.28408 0.053 -0.195 0.057 -0.012
C -1.47971 -0.65507 -2.80621 -0.083 -0.112 -0.222 0.016
C -1.85371 -1.16646 -4.03622 0.020 0.197 -0.102 -0.003
C -1.71245 -2.52100 -4.25869 -0.052 -0.089 -0.162 0.002
C -1.20350 -3.31345 -3.24658 0.002 -0.092 -0.035 -0.004
C -0.87882 -2.72445 -2.04015 0.071 -0.075 0.169 0.013
N -1.02224 -1.41860 -1.82139 0.018 -0.218 -0.018 0.001
H -2.24654 -0.48350 -4.77565 0.017 0.009 0.000 0.000
H -1.99854 -2.96278 -5.20684 -0.006 0.044 0.010 0.000
H -1.07856 -4.37967 -3.37811 0.010 0.005 0.048 0.000
H -0.52266 -3.30407 -1.19997 0.016 -0.008 0.020 -0.004
```
Forces are in eV/Å.

Summary:
Energy relative to the best compared isomer or geometry (same formula, charge and spin) in kJ/mol: 6.7
Total charge: -2
Lowest unoccupied orbital energy (spin up / spin down) in eV: 4.44 / 4.42
Strongest force on any atom in eV/Å: 1.2
HOMO-LUMO gap (spin up / spin down) in eV: 5.3 / 6.4
Spin multiplicity: 3